Below is a molecular structure, C38H47IrN6P2 at a distorted geometry, with properties calculated with ωB97M-V with the def2-TZVPD basis set.

Each line ends with the Mulliken spin population.
CARTESIAN COORDINATES (ANGSTROEM)
Ir1 -0.296 0.166 0.249  -0.006
N1 3.946 -0.844 -0.709  0.000
C1 2.630 -0.809 -0.731  -0.001
N2 1.885 -0.067 0.062  -0.002
C2 2.541 0.773 0.981  -0.002
N3 1.883 1.533 1.792  -0.001
N4 0.539 1.355 1.646  -0.005
C3 -0.257 2.043 2.377  0.002
C4 -1.673 1.836 2.132  -0.003
C5 -2.656 2.496 2.842  0.000
C6 -3.989 2.258 2.539  0.000
C7 -4.290 1.357 1.533  -0.002
C8 -3.261 0.717 0.863  0.011
N5 -1.973 0.946 1.143  0.005
C9 3.994 0.809 1.005  -0.001
C10 4.708 1.664 1.854  0.000
C11 6.084 1.653 1.832  0.000
C12 6.773 0.786 0.977  0.000
C13 6.087 -0.059 0.128  0.000
C14 4.699 -0.031 0.149  0.000
H1 4.434 -1.459 -1.347  0.000
H2 2.150 -1.433 -1.465  0.002
H3 0.132 2.724 3.125  0.000
H4 -2.370 3.189 3.622  0.000
H5 -4.776 2.767 3.079  0.000
H6 -5.314 1.142 1.260  0.000
H7 -3.472 0.009 0.082  -0.005
H8 4.168 2.328 2.514  0.000
H9 6.638 2.321 2.477  0.000
H10 7.855 0.779 0.972  0.000
H11 6.615 -0.725 -0.543  0.000
C15 2.147 -2.569 2.781  0.001
C16 1.149 -3.092 1.747  0.002
C17 1.878 -3.592 0.501  0.006
P1 -0.279 -1.936 1.459  0.003
C18 -1.159 -2.054 3.088  0.007
C19 -0.748 -0.925 4.034  0.001
C20 -2.679 -2.121 2.944  0.002
C21 -1.220 -2.897 0.225  0.086
C22 -1.466 -4.252 0.379  -0.031
C23 -1.987 -5.010 -0.666  0.129
C24 -2.210 -4.420 -1.906  -0.054
C25 -2.010 -3.065 -2.075  0.154
C26 -1.580 -2.271 -0.993  0.004
N6 -1.460 -0.891 -1.083  0.438
C27 -2.247 -0.157 -1.974  -0.015
C28 -3.500 -0.609 -2.425  0.155
C29 -4.205 0.121 -3.363  -0.053
C30 -3.683 1.308 -3.864  0.123
C31 -2.478 1.801 -3.369  -0.045
C32 -1.776 1.109 -2.397  0.074
P2 -0.241 1.698 -1.617  0.007
C33 -0.389 3.506 -1.253  -0.004
C34 -1.744 3.847 -0.625  0.008
C35 -0.144 4.428 -2.456  0.000
C36 0.980 1.539 -2.979  0.016
C37 0.993 0.105 -3.516  0.003
C38 2.373 2.046 -2.586  0.001
H12 2.865 -3.357 3.011  0.000
H13 1.675 -2.285 3.720  0.000
H14 2.703 -1.709 2.400  0.000
H15 0.617 -3.946 2.177  0.001
H16 2.635 -2.885 0.187  -0.001
H17 1.215 -3.807 -0.337  -0.002
H18 2.398 -4.518 0.750  0.000
H19 -0.804 -3.003 3.502  0.000
H20 -1.216 0.012 3.737  0.000
H21 0.329 -0.768 4.082  0.000
H22 -1.094 -1.155 5.042  0.000
H23 -3.078 -1.206 2.505  -0.001
H24 -3.125 -2.231 3.933  0.000
H25 -3.006 -2.965 2.339  0.000
H26 -1.251 -4.743 1.321  0.004
H27 -2.176 -6.066 -0.524  -0.001
H28 -2.535 -5.022 -2.744  0.002
H29 -2.131 -2.618 -3.052  0.002
H30 -3.930 -1.512 -2.014  -0.004
H31 -5.168 -0.235 -3.704  0.002
H32 -4.226 1.867 -4.614  -0.002
H33 -2.098 2.736 -3.757  0.008
H34 0.402 3.680 -0.513  0.000
H35 -2.565 3.628 -1.308  -0.001
H36 -1.772 4.915 -0.408  0.000
H37 -1.924 3.320 0.306  -0.002
H38 -0.943 4.359 -3.192  0.001
H39 0.806 4.258 -2.955  0.000
H40 -0.135 5.458 -2.097  0.000
H41 0.572 2.185 -3.762  -0.001
H42 1.171 -0.620 -2.729  -0.010
H43 1.778 0.000 -4.266  0.000
H44 0.048 -0.153 -3.995  -0.003
H45 2.842 1.397 -1.851  0.000
H46 2.355 3.053 -2.172  0.000
H47 3.012 2.065 -3.469  0.000

Output
Multiplicity: 2
Frontier orbital gap (spin up / spin down) in eV: 7.1 / 6.1
Total charge: +3